{"formula": "C3H6F2NS", "method": "ωB97M-V with the def2-TZVPD basis set", "energy_ha": -770.09534, "largest_force_ev_per_a": 6.299, "total_charge": 1, "relative_energy_kcal_mol": 89.74, "e_lumo_ev": -6.905, "symbols": ["C", "C", "C", "N", "F", "F", "S", "H", "H", "H", "H", "H", "H"], "positions_angstrom": [[-0.377, 0.166, 0.253], [-1.235, 1.359, 0.138], [1.631, -1.157, 0.234], [0.842, -0.048, 0.376], [1.696, 1.092, 0.484], [-2.457, -0.510, -1.775], [-1.633, -1.548, -0.800], [-2.087, 1.228, -0.412], [-1.391, 1.861, 1.205], [-0.660, 2.132, -0.389], [2.677, -1.113, 0.706], [1.061, -2.045, 0.824], [1.934, -1.417, -0.845]], "atomic_forces_ev_per_a": [[-3.70, -1.79, -2.53], [3.35, 2.25, 3.50], [2.39, -5.81, 0.51], [0.93, 3.20, 0.04], [-1.11, -0.44, 0.21], [1.00, -1.05, 1.24], [0.94, 2.83, 0.52], [-2.36, -0.74, -0.89], [0.01, -1.29, -2.10], [0.15, -0.05, 0.04], [-1.87, 0.62, -0.10], [1.48, 1.83, -1.79], [-1.21, 0.44, 1.38]]}